# C6H14N2O2

A 2-piece molecular cluster, C6H14N2O2 overall (ωB97M-V/def2-TZVPD, OMol25).

Geometry as XYZ:
```
24
Properties=species:S:1:pos:R:3
C 1.539 -1.977 2.223
C 0.066 1.330 1.254
C 0.571 -0.979 1.596
O -0.422 -1.346 1.000
N 0.984 0.321 1.704
H 2.356 -1.629 2.847
H 1.645 0.627 2.401
H -0.743 0.880 0.711
H 0.892 -2.442 2.939
H 1.708 -2.719 1.453
H -0.466 1.878 2.034
H 0.528 2.103 0.636
C -2.606 0.453 -1.536
C 1.180 0.094 -1.963
C -0.174 0.693 -1.748
O -0.297 1.900 -1.508
N -1.296 -0.094 -1.805
H -1.186 -1.096 -1.641
H -3.167 0.614 -2.457
H 1.527 0.719 -2.799
H -3.162 -0.230 -0.900
H -2.541 1.398 -1.015
H 1.862 0.452 -1.191
H 1.201 -0.951 -2.233
```

Energy above the lowest of the compared OMol25 structures with the same formula, charge and spin   27.14 kcal/mol
Net charge   +1
HOMO (alpha / beta)   -13.55 / -13.39 eV
⟨S²⟩   0.78
Spin multiplicity   2